[1]
# CH2Br3P

A 2-piece molecular cluster, CH2Br3P overall in a non-equilibrium geometry (ωB97M-V/def2-TZVPD, the OMol25 dataset).

Each line ends with the Löwdin charge.
Cartesian coordinates (Å):
C -0.563 -0.986 -1.572  -0.62
P 2.299 -2.958 -0.386  -0.11
Br 0.401 0.564 -1.799  0.59
Br 2.346 -2.843 -2.586  0.07
Br 3.600 -1.303 0.048  0.09
H -0.849 -1.376 -0.593  -0.02
H -1.383 -1.218 -2.288  0.00

Electronic energy ... -220483.813 eV
Orbital gap (alpha / beta) ... 7.10 / 8.01 eV
Energy relative to the best compared isomer or geometry (same formula, charge and spin) ... 64.7 kcal/mol
HOMO (alpha / beta) ... -8.60 / -8.35 eV
Total charge ... 0
LUMO (alpha / beta) ... -1.495 / -0.337 eV

***

[2]
# CH2BrClO

A single CH2BrClO molecule in a non-equilibrium geometry (ωB97M-V/def2-TZVPD, the OMol25 dataset).

Each line ends with the Löwdin charge.
Cartesian coordinates (Å):
O -0.819 -0.743 -0.420  -0.28
C 0.162 0.140 0.418  -1.06
Cl -0.016 1.801 -0.142  0.57
Br 1.976 -0.619 0.023  0.57
H -1.133 -0.487 -1.358  0.11
H -0.170 -0.090 1.480  0.09

Electronic energy ... -85680.671 eV
Structure (SMILES) ... O[C@H](Cl)Br
Orbital gap ... 10.93 eV
Energy relative to the best compared isomer or geometry (same formula, charge and spin) ... 14.4 kcal/mol
HOMO ... -10.54 eV
Total charge ... 0
LUMO ... 0.384 eV

***

[3]
# CH2BrF2P

A 2-piece molecular cluster, CH2BrF2P overall in a non-equilibrium geometry (ωB97M-V/def2-TZVPD, the OMol25 dataset).

Each line ends with the Löwdin charge.
Cartesian coordinates (Å):
C -0.224 0.585 0.262  -0.84
F 0.615 1.557 0.676  -0.06
F -1.357 1.160 -0.038  0.01
P 0.816 -0.252 -1.120  0.45
Br 2.194 -1.111 0.294  0.23
H -0.607 -0.140 1.108  0.13
H -1.437 -1.799 -1.182  0.08

Electronic energy ... -85831.914 eV
Orbital gap (alpha / beta) ... 7.91 / 8.66 eV
Energy relative to the best compared isomer or geometry (same formula, charge and spin) ... 78.2 kcal/mol
HOMO (alpha / beta) ... -8.96 / -10.24 eV
Total charge ... 0
LUMO (alpha / beta) ... -1.054 / -1.581 eV

***

[4]
# CH2BrN2

A 2-piece molecular cluster, CH2BrN2 overall in a non-equilibrium geometry (ωB97M-V/def2-TZVPD, the OMol25 dataset).

Each line ends with the Löwdin charge.
Cartesian coordinates (Å):
C -1.408 0.663 -0.235  -0.49
N 0.938 -0.610 0.781  0.31
N 1.911 -0.755 0.215  0.29
Br -3.060 0.759 0.582  0.72
H -1.219 0.989 -1.325  -0.02
H 2.837 -1.046 -0.018  0.18

Electronic energy ... -74078.116 eV
Orbital gap (alpha / beta) ... 6.02 / 5.98 eV
Energy relative to the best compared isomer or geometry (same formula, charge and spin) ... 67.6 kcal/mol
HOMO (alpha / beta) ... -12.80 / -12.78 eV
Total charge ... +1
LUMO (alpha / beta) ... -6.774 / -6.795 eV

***

[5]
# CH2BrN2O3

A 2-piece molecular cluster, CH2BrN2O3 overall in a non-equilibrium geometry (ωB97M-V/def2-TZVPD, the OMol25 dataset).

Each line ends with the Löwdin charge.
Cartesian coordinates (Å):
C 0.773 -0.060 0.282  -0.65
N 1.572 -1.141 -0.064  -0.18
N -1.370 0.048 0.001  0.09
O 2.286 -1.811 -0.693  0.33
O 0.954 -1.268 1.094  0.17
O -1.878 0.621 -1.028  0.05
Br 1.434 1.583 0.648  0.95
H -1.503 0.530 0.864  0.09
H -2.268 1.497 -1.103  0.16

Electronic energy ... -80216.380 eV
Orbital gap (alpha / beta) ... 7.32 / 7.33 eV
Energy relative to the best compared isomer or geometry (same formula, charge and spin) ... 108.0 kcal/mol
HOMO (alpha / beta) ... -14.35 / -14.49 eV
Total charge ... +1
LUMO (alpha / beta) ... -7.031 / -7.155 eV

***

[6]
# CH2BrNO

A single CH2BrNO molecule in a non-equilibrium geometry (ωB97M-V/def2-TZVPD, the OMol25 dataset).

Each line ends with the Löwdin charge.
Cartesian coordinates (Å):
O -0.017 -1.682 0.000  0.01
C -0.485 -0.583 0.000  -0.51
N 0.215 0.571 0.000  -0.43
Br 2.075 0.575 0.000  0.71
H -1.571 -0.364 0.000  0.14
H -0.218 1.482 0.000  0.07

Electronic energy ... -74648.612 eV
Structure (SMILES) ... O=CNBr
Orbital gap ... 10.08 eV
Energy relative to the best compared isomer or geometry (same formula, charge and spin) ... 23.1 kcal/mol
HOMO ... -9.96 eV
Total charge ... 0
LUMO ... 0.117 eV

***

[7]
# CH2BrNO

A 2-piece molecular cluster, CH2BrNO overall in a non-equilibrium geometry (ωB97M-V/def2-TZVPD, the OMol25 dataset).

Each line ends with the Löwdin charge.
Cartesian coordinates (Å):
C -0.553 -0.189 0.511  -0.66
N -0.568 -2.219 0.302  -0.01
O 0.273 -2.606 -0.394  -0.01
Br -2.246 0.092 -0.155  0.61
H 0.227 0.379 -0.138  0.05
H -0.469 -0.309 1.622  0.02

Electronic energy ... -74645.404 eV
Orbital gap (alpha / beta) ... 8.08 / 8.08 eV
Energy relative to the best compared isomer or geometry (same formula, charge and spin) ... 97.0 kcal/mol
HOMO (alpha / beta) ... -8.31 / -8.31 eV
Total charge ... 0
LUMO (alpha / beta) ... -0.223 / -0.224 eV

***

[8]
# CH2BrNO3

A single CH2BrNO3 molecule in a non-equilibrium geometry (ωB97M-V/def2-TZVPD, the OMol25 dataset).

Each line ends with the Löwdin charge.
Cartesian coordinates (Å):
O -2.714 0.659 0.797  0.14
N -2.790 -0.139 0.000  -0.40
O -3.732 -0.652 -0.469  0.17
O -1.396 -0.296 -0.651  -0.13
C -0.142 0.351 -0.228  -0.59
Br -0.113 2.245 -0.275  0.71
H 0.188 0.035 0.696  0.04
H 0.290 -0.068 -1.064  0.05

Electronic energy ... -78739.008 eV
Structure (SMILES) ... O=[N+]([O-])OCBr
Orbital gap ... 11.09 eV
Energy relative to the best compared isomer or geometry (same formula, charge and spin) ... 51.7 kcal/mol
HOMO ... -10.75 eV
Total charge ... 0
LUMO ... 0.344 eV

***

[9]
# CH2BrO2S

CH2BrO2S as an isolated structure in a non-equilibrium geometry (ωB97M-V/def2-TZVPD, the OMol25 dataset).

Each line ends with the Löwdin charge.
Cartesian coordinates (Å):
C -0.183 0.371 0.427  -0.88
O -0.938 -1.701 -1.010  -0.52
O 1.490 -1.065 -0.953  -0.50
S 0.222 -1.196 -0.268  0.49
Br -1.927 0.377 1.168  0.48
H 0.404 0.649 1.206  -0.11
H 0.932 2.567 -0.569  0.03

Electronic energy ... -86038.701 eV
Orbital gap (alpha / beta) ... 6.26 / 7.30 eV
Energy relative to the best compared isomer or geometry (same formula, charge and spin) ... 100.9 kcal/mol
HOMO (alpha / beta) ... -3.17 / -3.87 eV
Total charge ... -1
LUMO (alpha / beta) ... 3.097 / 3.427 eV

***

[10]
# CH2Cl2N2

A 2-piece molecular cluster, CH2Cl2N2 overall in a non-equilibrium geometry (ωB97M-V/def2-TZVPD, the OMol25 dataset).

Each line ends with the Löwdin charge.
Cartesian coordinates (Å):
N -0.429 -1.208 -0.249  0.10
C -1.527 -0.795 0.122  -0.46
N -2.523 -0.306 0.569  -0.45
Cl -3.936 0.087 -0.096  0.68
H -0.331 -2.264 -0.293  0.12
Cl 0.089 1.701 0.413  0.36
H 0.220 0.477 0.390  -0.34

Electronic energy ... -29092.307 eV
Structure (SMILES) ... N=C=NCl.Cl
Orbital gap ... 10.84 eV
Energy relative to the best compared isomer or geometry (same formula, charge and spin) ... 31.1 kcal/mol
HOMO ... -10.43 eV
Total charge ... 0
LUMO ... 0.403 eV

***

[11]
# CH2Cl2O2

A single CH2Cl2O2 molecule in a non-equilibrium geometry (ωB97M-V/def2-TZVPD, the OMol25 dataset).

Each line ends with the Löwdin charge.
Cartesian coordinates (Å):
O 0.441 -1.114 -0.461  -0.07
O 1.129 -0.554 0.599  -0.26
C 0.799 1.047 0.660  -1.10
Cl 2.248 1.895 0.266  0.64
Cl 0.239 1.356 2.275  0.62
H -0.324 -1.567 -0.061  0.11
H 0.016 1.192 -0.082  0.06

Electronic energy ... -30205.698 eV
Structure (SMILES) ... OOC(Cl)Cl
Orbital gap ... 11.38 eV
Energy relative to the best compared isomer or geometry (same formula, charge and spin) ... 88.6 kcal/mol
HOMO ... -10.64 eV
Total charge ... 0
LUMO ... 0.737 eV

***

[12]
# CH2Cl2O3

A 2-piece molecular cluster, CH2Cl2O3 overall in a non-equilibrium geometry (ωB97M-V/def2-TZVPD, the OMol25 dataset).

Each line ends with the Löwdin charge.
Cartesian coordinates (Å):
O 0.667 -0.899 1.186  0.08
C 1.191 -0.033 0.515  -0.36
O 0.442 1.141 0.386  -0.50
Cl 1.152 2.521 -0.435  0.64
H 2.155 -0.041 0.078  0.12
O -1.299 -0.675 -0.482  -0.55
Cl -2.444 -1.523 -1.529  0.54
H -1.864 -0.491 0.282  0.02

Electronic energy ... -32252.652 eV
Structure (SMILES) ... O=COCl.OCl
Orbital gap ... 9.63 eV
Energy relative to the best compared isomer or geometry (same formula, charge and spin) ... 65.2 kcal/mol
HOMO ... -10.57 eV
Total charge ... 0
LUMO ... -0.940 eV

***

[13]
# CH2Cl2S2

A 2-piece molecular cluster, CH2Cl2S2 overall in a non-equilibrium geometry (ωB97M-V/def2-TZVPD, the OMol25 dataset).

Each line ends with the Löwdin charge.
Cartesian coordinates (Å):
C 1.422 0.029 0.615  -1.23
S -2.292 0.273 -0.536  0.16
S -1.490 -1.344 0.229  0.04
Cl 0.707 1.433 0.084  0.55
Cl 2.101 -1.005 -0.490  0.60
H 1.172 -0.073 1.734  0.06
H -1.620 0.686 -1.635  -0.18

Electronic energy ... -47782.071 eV
Orbital gap (alpha / beta) ... 6.38 / 8.67 eV
Energy relative to the best compared isomer or geometry (same formula, charge and spin) ... 51.5 kcal/mol
HOMO (alpha / beta) ... -8.12 / -8.86 eV
Total charge ... 0
LUMO (alpha / beta) ... -1.738 / -0.196 eV

***

[14]
# CH2Cl4N2

A 2-piece molecular cluster, CH2Cl4N2 overall in a non-equilibrium geometry (ωB97M-V/def2-TZVPD, the OMol25 dataset).

Each line ends with the Löwdin charge.
Cartesian coordinates (Å):
C 0.269 0.753 -1.102  -0.69
N -0.585 -0.246 -0.659  -0.53
N 0.840 -1.272 1.559  -0.99
Cl -0.592 2.378 -1.419  0.42
Cl -1.933 0.114 0.226  0.59
Cl -0.079 -0.417 2.645  0.49
Cl 0.280 -2.781 1.259  0.53
H 0.699 0.407 -2.117  0.11
H 1.099 1.063 -0.392  0.09

Electronic energy ... -54133.587 eV
Orbital gap (alpha / beta) ... 8.45 / 8.35 eV
Energy relative to the best compared isomer or geometry (same formula, charge and spin) ... 56.7 kcal/mol
HOMO (alpha / beta) ... -9.86 / -9.79 eV
Total charge ... 0
LUMO (alpha / beta) ... -1.407 / -1.442 eV

***

[15]
# CH2ClFOS

A single CH2ClFOS molecule in a non-equilibrium geometry (ωB97M-V/def2-TZVPD, the OMol25 dataset).

Each line ends with the Mulliken spin population.
Cartesian coordinates (Å):
C -1.020 -0.053 -0.067  -0.01
O -0.018 0.769 -0.481  0.62
F -0.678 -1.339 -0.235  0.00
S 3.074 -0.296 -0.321  0.93
Cl 1.666 0.694 0.620  0.40
H -1.157 0.001 0.996  0.01
H -1.867 0.224 -0.513  0.04

Electronic energy ... -29187.385 eV
Orbital gap (alpha / beta) ... 8.79 / 6.91 eV
Energy relative to the best compared isomer or geometry (same formula, charge and spin) ... 10.2 kcal/mol
HOMO (alpha / beta) ... -8.90 / -9.69 eV
Spin multiplicity ... 3
Total charge ... 0
LUMO (alpha / beta) ... -0.108 / -2.787 eV

***

[16]
# CH2ClFP2

A single CH2ClFP2 molecule in a non-equilibrium geometry (ωB97M-V/def2-TZVPD, the OMol25 dataset).

Each line ends with the Löwdin charge.
Cartesian coordinates (Å):
F 1.131 -0.493 2.009  -0.50
P 0.627 -1.379 0.739  0.63
P 0.972 0.076 -0.919  0.49
C -0.534 0.728 -0.029  -1.04
Cl -2.062 0.432 -0.677  0.51
H 0.194 -0.827 -1.828  -0.08
H -0.328 1.463 0.705  -0.01

Electronic energy ... -34884.889 eV
Structure (SMILES) ... FP=[PH]=CCl
Orbital gap (alpha / beta) ... 7.25 / 7.25 eV
Energy relative to the best compared isomer or geometry (same formula, charge and spin) ... 38.8 kcal/mol
HOMO (alpha / beta) ... -7.98 / -8.01 eV
Total charge ... 0
LUMO (alpha / beta) ... -0.725 / -0.760 eV

***

[17]
# CH2ClN

CH2ClN as an isolated structure in a non-equilibrium geometry (ωB97M-V/def2-TZVPD, the OMol25 dataset).

Each line ends with the Mulliken spin population.
Cartesian coordinates (Å):
C -0.140 -0.147 0.498  -0.01
N -0.451 -0.590 -0.604  0.80
Cl 0.677 0.706 -2.014  1.03
H -0.862 -0.514 1.380  0.11
H 0.775 0.545 0.739  0.06

Electronic energy ... -15076.940 eV
Orbital gap (alpha / beta) ... 9.82 / 6.97 eV
Energy relative to the best compared isomer or geometry (same formula, charge and spin) ... 4.2 kcal/mol
HOMO (alpha / beta) ... -8.66 / -10.81 eV
Spin multiplicity ... 3
Total charge ... 0
LUMO (alpha / beta) ... 1.160 / -3.835 eV

***

[18]
# CH2ClN3O3

A 2-piece molecular cluster, CH2ClN3O3 overall in a non-equilibrium geometry (ωB97M-V/def2-TZVPD, the OMol25 dataset).

Each line ends with the Mulliken spin population.
Cartesian coordinates (Å):
C 1.420 -0.730 -0.161  0.16
N -0.556 -1.111 0.586  0.65
N 2.256 -1.285 0.586  -0.02
N 3.510 -1.037 0.207  0.03
O 1.211 -0.018 -1.048  0.18
O 3.784 0.046 -0.179  0.00
O 4.115 -2.073 0.214  0.01
Cl -2.115 -1.270 0.067  1.00
H -0.475 -1.968 1.140  0.00
H -0.649 -0.278 1.217  -0.02

Electronic energy ... -24193.584 eV
Orbital gap (alpha / beta) ... 6.36 / 5.66 eV
Energy relative to the best compared isomer or geometry (same formula, charge and spin) ... 88.1 kcal/mol
HOMO (alpha / beta) ... -6.41 / -10.25 eV
Spin multiplicity ... 3
Total charge ... 0
LUMO (alpha / beta) ... -0.053 / -4.598 eV

***

[19]
# CH2ClN3O4

A single CH2ClN3O4 molecule in a non-equilibrium geometry (ωB97M-V/def2-TZVPD, the OMol25 dataset).

Each line ends with the Löwdin charge.
Cartesian coordinates (Å):
N -1.811 -0.106 0.059  0.15
C -0.959 -1.161 0.160  -0.69
O -1.197 -2.311 0.327  0.09
N 0.390 -0.690 0.230  -0.34
Cl 1.650 -1.828 -0.222  0.70
O 0.510 0.637 -0.560  -0.08
N 1.607 1.478 -0.014  -0.42
O 2.395 1.005 0.715  0.13
O 1.544 2.572 -0.399  0.17
H -1.332 0.819 -0.321  0.16
H -2.797 -0.417 0.026  0.13

Electronic energy ... -26245.449 eV
Structure (SMILES) ... NC(=O)N(Cl)O[N+](=O)[O-]
Orbital gap ... 10.41 eV
Energy relative to the best compared isomer or geometry (same formula, charge and spin) ... 6.0 kcal/mol
HOMO ... -10.61 eV
Total charge ... 0
LUMO ... -0.197 eV

***

[20]
# CH2ClN3S

A single CH2ClN3S molecule in a non-equilibrium geometry (ωB97M-V/def2-TZVPD, the OMol25 dataset).

Each line ends with the Löwdin charge.
Cartesian coordinates (Å):
N -0.161 0.113 -0.307  0.01
N 0.865 -0.578 -0.804  -0.53
Cl 2.577 0.371 -0.350  0.22
N 0.805 -0.944 -1.993  -0.06
C 1.524 -2.197 -2.589  -0.58
S 2.104 -2.689 -3.930  0.76
H -0.014 0.362 0.664  0.09
H -0.494 0.897 -0.868  0.10

Electronic energy ... -28891.580 eV
Structure (SMILES) ... NN(Cl)N=C=S
Orbital gap (alpha / beta) ... 7.40 / 6.86 eV
Energy relative to the best compared isomer or geometry (same formula, charge and spin) ... 68.2 kcal/mol
HOMO (alpha / beta) ... -8.76 / -8.43 eV
Total charge ... 0
LUMO (alpha / beta) ... -1.357 / -1.573 eV